1.
ORCA calculation (wB97M-V/def2-TZVPD) on a gas-phase ion, CH3O4P (charge -2) at a distorted geometry.

Structure (XYZ):
```
9
Properties=species:S:1:pos:R:3:forces:R:3
O -1.110 -0.199 1.911 -0.1 0.3 -0.2
P -0.475 -0.760 0.650 0.3 0.3 -0.4
O -1.461 -0.921 -0.573 0.9 0.6 0.7
O 0.420 -1.965 0.893 0.1 0.0 -0.2
C 0.706 0.662 -0.200 0.4 1.2 1.2
O 0.061 0.971 -1.440 -0.9 -1.3 0.6
H 0.805 1.738 0.424 -0.1 -2.7 -1.1
H 1.769 0.238 -0.378 -1.3 0.6 0.3
H -0.715 0.237 -1.288 0.6 0.9 -0.8
```
Positions in Å, forces in eV/Å.

Values from the calculation:
DFT total energy in a.u.: -682.2451
Charge: -2
LUMO in eV: 7.408
HOMO-LUMO gap in eV: 6.825
ΔE to the lowest compared entry with this formula, charge and spin in kcal/mol: 0.0
Maximum force in eV/Å: 2.89
Structure (SMILES): O=P([O-])([O-])CO

=====

2.
ORCA calculation (wB97M-V/def2-TZVPD) on CHClF2OS2 in the gas phase at a distorted geometry.

Structure (XYZ):
```
8
Properties=species:S:1:pos:R:3:forces:R:3
O 1.170 -0.387 -1.618 1.0 0.1 -1.9
S 0.576 -0.393 -0.348 1.2 -0.6 2.4
S -0.277 -2.213 0.177 0.5 1.5 -0.1
Cl 1.962 0.266 1.147 -0.1 -1.0 -0.8
C -0.922 0.726 0.232 0.0 2.4 -1.2
F -0.347 1.674 1.030 -1.0 -0.9 -0.6
F -1.056 1.417 -1.011 -0.3 -0.8 1.5
H -1.106 -1.089 0.390 -1.2 -0.8 0.7
```
Positions in Å, forces in eV/Å.

Values from the calculation:
DFT total energy in a.u.: -1570.0812
Charge: 0
LUMO in eV: -1.640
HOMO-LUMO gap in eV: 8.240
ΔE to the lowest compared entry with this formula, charge and spin in kcal/mol: 84.9
Maximum force in eV/Å: 2.72
Structure (SMILES): O=[S@@](S)(Cl)=C(F)F

=====

3.
ORCA calculation (wB97M-V/def2-TZVPD) on C6H15N3 in the gas phase.

Structure (XYZ):
```
24
Properties=species:S:1:pos:R:3:forces:R:3
H 3.448 -0.270 0.914 -0.1 0.2 -0.2
N 2.513 -0.631 0.732 0.2 -0.5 0.4
C 1.885 -0.049 -0.190 0.0 0.3 -0.3
C 2.367 1.109 -1.010 0.1 -0.1 0.1
C 0.457 -0.483 -0.471 -0.2 0.0 0.0
N 0.311 -1.897 -0.211 -0.1 -0.1 0.1
N -0.378 0.449 0.293 0.1 0.0 -0.1
C -0.449 0.164 1.709 0.0 0.0 0.0
C -1.640 0.819 -0.314 -0.1 0.0 -0.1
C -2.681 -0.293 -0.483 0.3 0.2 0.1
H 1.627 1.906 -0.973 0.0 0.1 0.0
H 3.323 1.482 -0.645 0.0 0.0 0.0
H 2.481 0.797 -2.047 0.0 0.0 -0.1
H 0.231 -0.305 -1.531 0.1 0.1 0.1
H 0.846 -2.138 0.616 0.0 -0.1 0.0
H -0.660 -2.146 -0.065 0.1 0.0 0.0
H -0.827 1.047 2.225 0.0 0.0 0.1
H -1.096 -0.688 1.963 0.0 0.0 0.0
H 0.557 -0.050 2.068 -0.1 0.0 0.1
H -1.416 1.246 -1.298 -0.1 0.1 0.1
H -2.065 1.616 0.305 0.0 0.0 -0.1
H -2.319 -1.061 -1.164 0.0 -0.1 -0.1
H -2.921 -0.750 0.474 -0.1 -0.1 0.1
H -3.595 0.127 -0.897 -0.1 0.0 -0.1
```
Positions in Å, forces in eV/Å.

Values from the calculation:
DFT total energy in a.u.: -401.8605
Charge: 0
LUMO in eV: 1.002
HOMO-LUMO gap in eV: 9.248
ΔE to the lowest compared entry with this formula, charge and spin in kcal/mol: 16.8
Maximum force in eV/Å: 0.73
Structure (SMILES): [H]/N=C(\C)[C@@H](N)N(C)CC

=====

4.
ORCA calculation (wB97M-V/def2-TZVPD) on 12 unconnected molecules or ions with the total composition C6H32O11 at a distorted geometry.

Structure (XYZ):
```
49
Properties=species:S:1:pos:R:3:forces:R:3
C 0.423 -3.154 2.496 0.5 -1.5 1.5
C -0.205 -3.438 1.177 0.5 0.3 0.0
C -1.447 -3.102 0.841 -0.6 0.2 0.7
C -1.985 -2.765 -0.486 1.7 -1.1 0.0
C -1.143 -2.130 -1.298 -1.3 1.1 -0.7
C -1.521 -1.500 -2.606 1.0 -0.2 -0.6
H -0.199 -2.885 3.347 -0.6 0.8 -0.4
H 1.277 -2.486 2.403 -0.3 0.4 0.0
H 0.876 -4.039 2.974 0.2 -0.3 -0.6
H 0.553 -3.799 0.483 -0.4 0.1 -0.5
H -2.090 -2.877 1.694 -0.1 0.2 -0.1
H -2.953 -3.097 -0.823 -0.3 0.2 0.1
H -0.185 -1.769 -0.954 0.1 -0.3 0.3
H -2.321 -1.947 -3.191 -0.3 -0.1 0.4
H -1.684 -0.426 -2.483 -0.3 0.0 0.1
H -0.636 -1.553 -3.244 0.0 0.0 -0.2
O 3.897 0.932 -1.697 0.3 0.3 0.1
H 4.369 1.025 -0.865 0.0 -0.1 0.0
H 3.124 1.504 -1.618 0.1 0.0 -0.1
O -0.248 4.057 1.030 0.2 0.6 0.6
H -1.154 4.379 1.088 0.0 -0.2 0.1
H 0.009 4.354 0.143 -0.2 -0.3 -0.1
O 2.629 -1.732 0.146 0.5 0.6 -1.0
H 2.501 -2.681 0.140 -0.4 0.0 0.6
H 2.163 -1.242 0.838 0.1 -0.6 0.6
O -0.707 3.562 -1.430 -0.1 -0.3 -0.8
H -1.220 2.745 -1.328 -0.3 0.3 0.3
H -0.118 3.272 -2.145 0.1 0.2 0.3
O 1.713 -0.538 -2.128 -0.6 -0.3 -0.4
H 2.472 -0.361 -2.694 0.3 -0.3 0.4
H 2.047 -0.994 -1.321 0.2 0.2 -0.2
O -1.957 1.896 3.259 -0.5 -0.1 -0.1
H -1.306 2.327 2.696 0.3 -0.1 0.2
H -1.536 1.578 4.061 0.3 0.2 -0.1
O 0.697 1.527 0.719 0.6 1.3 -1.0
H 0.522 2.494 0.827 -0.7 -0.4 1.0
H 1.035 1.653 -0.186 0.0 -1.1 -0.1
O -3.500 1.892 -0.754 0.4 -0.2 0.1
H -3.703 0.957 -0.886 -0.1 0.1 -0.2
H -2.811 1.803 -0.077 -0.1 0.0 0.1
O -1.855 0.224 0.884 0.1 -0.1 0.5
H -0.902 0.271 1.044 0.1 0.2 -0.5
H -2.173 0.168 1.796 -0.3 0.2 -0.1
O 2.046 -0.098 2.435 -0.1 0.4 -0.2
H 1.552 0.552 1.889 0.0 -0.2 0.1
H 2.802 0.425 2.723 0.1 -0.3 0.1
O 1.060 1.991 -2.695 -0.2 -0.9 -1.2
H 1.052 1.006 -2.616 0.2 0.1 1.0
H 0.742 2.021 -3.611 0.2 0.6 0.0
```
Positions in Å, forces in eV/Å.

Values from the calculation:
DFT total energy in a.u.: -1075.3994
Charge: 0
LUMO in eV: 0.075
HOMO-LUMO gap in eV: 8.421
ΔE to the lowest compared entry with this formula, charge and spin in kcal/mol: 39.1
Maximum force in eV/Å: 2.21
Structure (SMILES): C/C=C/C=C/C.O.O.O.O.O.O.O.O.O.O.O

=====

5.
ORCA calculation (wB97M-V/def2-TZVPD) on C28H30FN5O3 in the gas phase at a distorted geometry.

Structure (XYZ):
```
67
Properties=species:S:1:pos:R:3:forces:R:3
O -2.112 -0.567 0.746 0.0 0.0 0.0
C -2.429 0.608 0.673 0.1 -0.1 0.2
N -3.243 1.271 1.503 -0.1 0.5 0.1
C -4.160 0.624 2.404 -0.1 -0.2 0.2
C -5.580 0.625 1.810 0.3 -0.1 -0.2
C -5.576 -0.066 0.487 -0.1 0.3 -0.1
C -5.265 0.488 -0.722 -0.2 0.1 0.3
N -5.284 -0.471 -1.697 0.1 0.1 -0.4
C -5.595 -1.674 -1.132 -0.1 -0.3 0.4
C -5.733 -2.932 -1.704 0.0 -0.1 -0.1
C -6.061 -3.978 -0.870 0.0 0.0 -0.2
C -6.249 -3.783 0.501 -0.1 -0.1 0.2
C -6.115 -2.539 1.073 0.0 0.0 0.0
C -5.784 -1.460 0.254 0.1 -0.1 -0.4
C -1.842 1.528 -0.401 -0.1 -0.1 -0.4
O -2.206 2.686 -0.527 0.0 0.1 0.1
N -0.953 0.888 -1.169 0.1 -0.5 0.1
C -0.102 1.550 -2.113 0.3 0.6 -0.2
C 1.317 1.857 -1.553 -0.6 -0.3 0.0
C 1.217 2.695 -0.314 0.6 0.8 -0.6
C 1.706 3.946 -0.065 -0.2 -0.6 -0.2
C 1.285 4.287 1.243 -0.3 -0.3 0.3
C 0.570 3.222 1.691 0.3 0.8 0.4
O 0.524 2.256 0.761 0.0 -0.4 -0.1
N 2.075 0.616 -1.455 0.0 -0.1 -0.1
C 2.089 -0.082 -0.180 0.1 -0.1 0.3
C 3.191 0.427 0.767 -0.3 -0.1 0.0
N 4.497 0.415 0.142 -0.2 0.4 0.1
C 5.326 -0.691 0.229 0.3 -0.4 0.1
C 6.655 -0.598 -0.210 -0.1 0.0 0.0
C 7.532 -1.654 -0.084 0.0 -0.3 0.1
C 7.095 -2.829 0.498 -0.1 0.0 0.0
F 7.953 -3.871 0.623 0.0 0.1 0.0
C 5.799 -2.956 0.956 0.4 -0.1 -0.1
C 4.923 -1.896 0.818 -0.1 0.3 -0.1
C 4.467 1.207 -1.072 -0.1 -0.1 -0.4
C 3.405 0.637 -2.029 0.3 0.1 0.0
H -3.428 2.232 1.236 0.1 -0.1 -0.1
H -4.148 1.138 3.369 0.0 -0.1 0.0
H -3.808 -0.403 2.531 0.0 0.1 0.1
H -5.915 1.658 1.693 -0.1 0.0 0.1
H -6.253 0.117 2.500 -0.1 0.1 0.1
H -5.038 1.509 -0.965 0.1 0.2 0.0
H -5.083 -0.315 -2.670 0.0 0.0 0.1
H -5.586 -3.081 -2.764 0.0 0.0 -0.1
H -6.176 -4.971 -1.281 0.0 -0.1 0.0
H -6.504 -4.632 1.119 0.0 -0.1 0.1
H -6.260 -2.400 2.134 0.0 0.0 0.1
H -0.757 -0.070 -0.905 -0.1 0.1 0.0
H 0.012 0.925 -3.002 0.0 0.1 0.0
H -0.589 2.493 -2.376 0.0 -0.1 -0.1
H 1.807 2.483 -2.307 -0.1 0.0 0.2
H 2.289 4.550 -0.731 0.1 0.1 -0.2
H 1.487 5.197 1.768 0.0 0.2 0.2
H 0.064 3.031 2.616 -0.1 -0.1 0.1
H 1.118 0.009 0.305 0.0 -0.1 0.0
H 2.269 -1.140 -0.402 0.0 0.0 0.1
H 3.209 -0.156 1.687 0.0 0.0 0.0
H 2.987 1.469 1.039 -0.1 -0.1 0.1
H 7.020 0.324 -0.635 0.0 0.1 0.0
H 8.553 -1.570 -0.423 0.1 0.0 0.0
H 5.477 -3.881 1.408 0.0 -0.1 0.0
H 3.913 -2.028 1.169 -0.1 0.0 0.0
H 5.438 1.204 -1.562 0.0 0.1 0.0
H 4.210 2.238 -0.803 0.1 0.0 -0.1
H 3.388 1.203 -2.962 0.0 0.0 -0.1
H 3.675 -0.400 -2.262 0.1 0.1 -0.1
```
Positions in Å, forces in eV/Å.

Values from the calculation:
DFT total energy in a.u.: -1684.3700
Charge: 0
LUMO in eV: 0.651
HOMO-LUMO gap in eV: 7.991
ΔE to the lowest compared entry with this formula, charge and spin in kcal/mol: 11.6
Maximum force in eV/Å: 1.21
Structure (SMILES): O=C(NCCc1c[nH]c2ccccc12)C(=O)NC[C@@H](c1ccco1)N1CCN(c2ccc(F)cc2)CC1

=====

6.
ORCA calculation (wB97M-V/def2-TZVPD) on a molecular structure, C21H36MnP2 at a distorted geometry.

Structure (XYZ):
```
60
Properties=species:S:1:pos:R:3:forces:R:3
P 0.171 -1.776 -3.141 -0.4 -1.1 -1.9
P 0.096 1.250 -3.037 0.3 1.2 -1.7
C -0.182 -0.914 -4.773 -0.2 -0.1 0.3
C 0.344 0.498 -4.744 0.2 0.0 0.3
H -1.261 -0.941 -4.951 0.0 0.1 0.1
H 0.281 -1.488 -5.581 -0.2 0.0 0.1
H 1.410 0.536 -4.990 0.0 -0.1 0.1
H -0.167 1.122 -5.484 0.2 0.0 0.1
C -1.477 2.066 -3.575 -0.2 0.1 0.4
H -1.768 2.829 -2.849 -0.2 -0.1 0.0
H -2.275 1.321 -3.669 0.0 0.2 0.1
H -1.318 2.545 -4.547 -0.1 0.0 0.2
C 1.181 2.681 -3.489 0.0 0.2 0.4
H 0.854 3.097 -4.448 0.1 0.0 0.2
H 2.217 2.338 -3.581 -0.1 0.1 0.1
H 1.118 3.451 -2.715 0.2 0.0 -0.1
C -0.919 -3.192 -3.609 0.0 -0.2 0.3
H -0.787 -4.010 -2.897 -0.2 0.0 -0.1
H -0.655 -3.533 -4.616 -0.1 -0.1 0.1
H -1.963 -2.861 -3.602 0.1 -0.2 0.1
C 1.715 -2.531 -3.830 0.3 -0.1 0.4
H 2.497 -1.771 -3.931 0.0 -0.2 0.1
H 1.495 -2.950 -4.817 0.1 0.0 0.2
H 2.065 -3.335 -3.179 0.2 0.1 0.0
Mn 0.072 -0.441 2.800 0.1 1.0 1.2
C 0.737 1.131 1.402 -1.4 0.9 -0.6
C -0.680 1.051 1.380 1.4 1.1 -0.2
C -1.497 0.377 0.325 -0.8 -1.2 -0.7
C -1.854 -1.132 0.627 -0.6 1.1 -0.6
C -0.821 -1.878 1.397 1.1 -0.9 -0.6
C 0.592 -1.807 1.218 -1.1 -0.9 0.0
C 1.296 -1.058 0.129 0.4 1.0 -0.7
C 1.686 0.430 0.491 0.6 -1.1 -0.6
C 0.183 -1.844 4.129 0.4 -0.4 1.1
H 1.162 1.985 1.930 -0.2 -0.3 0.2
H -1.222 1.789 1.983 0.4 -0.3 -0.1
H -1.011 0.457 -0.662 -0.1 -0.1 0.4
H -2.458 0.917 0.247 0.4 -0.2 -0.1
H -2.800 -1.137 1.201 0.5 -0.1 -0.2
H -2.082 -1.649 -0.329 0.1 0.1 0.2
H -1.204 -2.746 1.941 0.2 0.3 0.1
H 1.195 -2.585 1.703 -0.4 0.3 -0.1
H 0.704 -1.081 -0.806 0.3 0.1 0.6
H 2.241 -1.591 -0.088 -0.4 0.2 0.0
H 2.681 0.390 0.972 -0.4 0.1 -0.1
H 1.832 1.003 -0.446 -0.1 -0.1 0.2
H 0.916 -1.484 4.864 -0.3 -0.5 0.1
H 0.458 -2.811 3.695 -0.1 0.1 0.3
H -0.829 -1.857 4.565 0.4 -0.2 0.1
C -0.238 2.647 6.508 -0.1 -0.1 -0.1
C -1.399 1.990 6.064 0.3 -0.2 -0.5
C -1.322 1.126 4.946 0.3 0.7 0.8
C -0.100 0.935 4.294 -0.1 -0.5 0.0
C 1.058 1.590 4.740 -0.7 0.4 0.7
C 0.990 2.446 5.862 -0.1 -0.3 -0.5
H -0.294 3.317 7.375 0.0 -0.3 -0.4
H -2.356 2.142 6.574 0.4 0.0 -0.1
H -2.207 0.586 4.588 0.2 0.3 0.3
H 2.002 1.412 4.218 -0.2 0.1 0.3
H 1.898 2.949 6.218 -0.4 -0.2 -0.1
```
Positions in Å, forces in eV/Å.

Values from the calculation:
⟨S²⟩: 8.844
DFT total energy in a.u.: -2655.2431
Charge: 0
LUMO (spin up / spin down) in eV: 0.671 / -0.387
HOMO-LUMO gap (spin up / spin down) in eV: 5.857 / 7.836
Maximum force in eV/Å: 2.23
2S+1: 6

=====

Q: The lowest DFT total energy belongs to which entry?
A: C21H36MnP2

=====

Q: What is the maximum force in the sixth record?
A: 2.23 eV/Å

=====

Q: Which formula does entry 2 have?
A: CHClF2OS2